C26H33BrN2O7S in the gas phase, computed with ωB97M-V/def2-TZVPD.

Properties
Frontier orbital gap = 0.3138 Eh
SMILES string = CCOC(=O)c1c(CSc2ccccc2)n(C)c2cc(Br)c(OC[C@H](O)CNC(CO)(CO)CO)cc12
Total energy = -125688.389 eV
Energy above the lowest of the compared OMol25 structures with the same formula, charge and spin = 0.0 kcal per mole

Each line ends with the Löwdin charge.
Positions of all 70 atoms, in Å:
C  5.278  2.610  -2.074  -0.061
C  4.503  3.695  -1.343  -0.208
O  3.092  3.557  -1.508  -0.024
C  2.464  2.720  -0.652  -0.427
O  3.058  2.070  0.177  0.116
C  1.014  2.745  -0.788  -0.044
C  0.216  3.344  -1.756  -0.233
C  0.614  3.872  -3.070  -0.329
S  0.303  2.562  -4.356  0.943
C  1.340  1.277  -3.676  -0.534
C  0.863  0.473  -2.653  -0.098
C  1.701  -0.465  -2.075  -0.056
C  2.993  -0.619  -2.547  -0.072
C  3.449  0.157  -3.600  -0.098
C  2.627  1.119  -4.161  -0.110
N  -1.098  3.192  -1.426  -0.042
C  -2.205  3.648  -2.221  -0.009
C  -1.186  2.499  -0.245  -0.163
C  -2.290  2.106  0.501  -0.046
C  -2.040  1.361  1.630  -0.563
Br  -3.494  0.799  2.715  0.830
C  -0.749  0.974  2.040  -0.305
O  -0.722  0.213  3.170  -0.117
C  0.470  -0.431  3.560  -0.124
C  0.698  -1.781  2.841  -0.331
O  0.857  -1.626  1.458  -0.033
C  -0.448  -2.778  3.118  -0.139
N  -1.558  -2.433  2.241  0.010
C  -2.547  -3.455  1.921  -0.428
C  -3.657  -2.727  1.123  -0.187
O  -4.654  -3.578  0.617  -0.060
C  -3.159  -4.106  3.187  -0.179
O  -4.197  -5.012  2.904  -0.060
C  -1.887  -4.530  1.025  -0.180
O  -2.780  -5.528  0.600  -0.060
C  0.344  1.401  1.311  0.071
C  0.124  2.177  0.176  -0.089
H  5.017  1.636  -1.669  0.069
H  5.040  2.626  -3.135  0.069
H  6.343  2.776  -1.944  0.079
H  4.734  3.662  -0.273  0.122
H  4.737  4.684  -1.743  0.124
H  1.671  4.114  -3.097  0.078
H  0.014  4.720  -3.394  0.081
H  -0.156  0.578  -2.313  0.113
H  1.351  -1.064  -1.248  0.100
H  3.646  -1.350  -2.093  0.108
H  4.452  0.023  -3.979  0.107
H  2.975  1.744  -4.969  0.105
H  -3.131  3.260  -1.806  0.088
H  -2.102  3.291  -3.248  0.066
H  -2.253  4.740  -2.229  0.102
H  -3.303  2.357  0.228  0.100
H  0.357  -0.616  4.632  0.134
H  1.337  0.216  3.404  0.127
H  1.640  -2.187  3.230  0.150
H  -0.039  -1.692  1.085  0.081
H  -0.704  -2.758  4.185  0.128
H  -0.094  -3.777  2.863  0.118
H  -2.029  -1.617  2.620  0.073
H  -4.105  -1.958  1.767  0.088
H  -3.205  -2.232  0.259  0.137
H  -5.056  -4.027  1.381  0.090
H  -3.595  -3.327  3.820  0.136
H  -2.361  -4.608  3.753  0.126
H  -3.833  -5.684  2.303  0.088
H  -1.102  -5.056  1.573  0.122
H  -1.425  -4.023  0.166  0.134
H  -3.514  -5.080  0.145  0.086
H  1.354  1.128  1.560  0.110